{
  "formula": "C12H26NO8P2S2",
  "method": "wB97M-V/def2-TZVPD",
  "charge": -1,
  "homo_lumo_gap_ha": 0.2100,
  "lumo_ev": 1.621,
  "molar_mass_g_mol": 438.42,
  "fmax_ev_per_a": 3.71,
  "e_homo_ev": -4.09,
  "symbols": ["C", "C", "C", "P", "C", "O", "O", "P", "N", "O", "O", "H", "H", "H", "H", "H", "H", "H", "H", "H", "H", "C", "C", "C", "S", "O", "O", "C", "H", "H", "H", "H", "H", "H", "H", "H", "C", "C", "C", "S", "O", "O", "C", "H", "H", "H", "H", "H", "H", "H", "H"],
  "coordinates": [[0.10, -3.40, 2.32], [-1.18, -4.31, 2.55], [-2.08, -4.37, 1.24], [-3.63, -3.31, 1.42], [-4.70, -4.23, 2.71], [-4.18, -4.81, 3.67], [-5.96, -4.19, 2.48], [-3.15, -1.34, 2.25], [-4.42, -0.44, 2.00], [-2.67, -1.40, 3.84], [-1.87, -0.66, 1.40], [0.89, -3.74, 3.04], [-0.17, -2.32, 2.50], [0.48, -3.45, 1.26], [-0.88, -5.33, 2.93], [-1.79, -3.84, 3.35], [-2.41, -5.44, 1.05], [-1.46, -4.06, 0.36], [-5.15, -1.01, 1.56], [-3.40, -1.18, 4.44], [-1.70, -1.27, 0.65], [1.52, 0.19, -1.65], [1.96, -0.66, -2.85], [0.92, -1.78, -3.02], [-0.62, -1.13, -2.38], [-0.99, -1.89, -1.21], [-1.54, -0.91, -3.47], [0.03, 0.44, -1.84], [2.07, 1.12, -1.59], [1.68, -0.37, -0.72], [1.98, -0.03, -3.75], [2.96, -1.07, -2.71], [0.79, -2.04, -4.07], [1.18, -2.66, -2.44], [-0.48, 0.76, -0.93], [-0.15, 1.16, -2.64], [2.78, 5.13, 0.46], [2.49, 6.16, -0.64], [2.79, 5.48, -1.98], [2.51, 3.73, -1.73], [3.77, 3.04, -1.87], [1.33, 3.33, -2.45], [2.11, 3.84, 0.01], [2.39, 5.46, 1.43], [3.86, 4.99, 0.56], [1.44, 6.45, -0.60], [3.09, 7.06, -0.52], [2.13, 5.84, -2.77], [3.83, 5.62, -2.28], [2.49, 2.96, 0.53], [1.03, 3.90, 0.10]],
  "nbo_charge": [-0.632, -0.414, -0.706, 0.243, 0.559, -0.735, -0.747, 1.873, -1.366, -1.002, -1.006, 0.198, 0.219, 0.188, 0.194, 0.241, 0.238, 0.220, 0.392, 0.516, 0.520, -0.407, -0.399, -0.679, 2.182, -0.962, -0.935, -0.681, 0.226, 0.213, 0.210, 0.220, 0.248, 0.246, 0.267, 0.253, -0.406, -0.401, -0.678, 2.169, -0.943, -0.942, -0.679, 0.230, 0.213, 0.212, 0.223, 0.254, 0.246, 0.262, 0.249]
}